ORCA calculation (ωB97M-V/def2-TZVPD) on a molecular structure, C29H48FeNOP2 at a distorted geometry.

Positions of all 82 atoms, in Å:
Fe (0.0146, 2.6053, -3.1670)
C (0.4059, 0.8105, 0.2025)
C (1.4627, 1.2352, -0.6102)
C (-0.4111, 2.5552, -1.0428)
C (-0.7500, 1.5509, -0.1052)
C (1.0121, 2.3815, -1.3700)
C (0.4945, -0.1415, 1.3283)
H (1.4562, -0.6485, 1.3252)
H (-0.3010, -0.8886, 1.2961)
H (0.3756, 0.3761, 2.2882)
C (-2.0470, 1.4116, 0.5726)
H (-2.2975, 0.3670, 0.7714)
H (-2.8675, 1.8405, 0.0049)
H (-2.0490, 1.9148, 1.5462)
C (-1.3074, 3.6159, -1.5204)
H (-1.0764, 4.5725, -1.0390)
H (-2.3191, 3.3587, -1.2045)
H (-1.2938, 3.7404, -2.6233)
C (1.8906, 3.3531, -2.0634)
H (2.0851, 4.2510, -1.4452)
H (1.4673, 3.7254, -3.0390)
H (2.8831, 2.9077, -2.2301)
C (2.8380, 0.6899, -0.6047)
H (3.3200, 0.8281, 0.3817)
H (3.4448, 1.1914, -1.3666)
H (2.8407, -0.3963, -0.8180)
C (-0.1030, -3.3440, -0.5573)
C (1.2254, -3.2156, -0.6777)
C (2.1056, -3.9109, -1.6932)
C (1.5216, -4.2057, -3.1097)
C (0.9614, -2.9718, -3.6904)
C (-0.2017, -2.3912, -3.2517)
C (-1.4020, -3.1716, -2.8037)
C (-1.0861, -3.9839, -1.5161)
H (2.5000, -4.8483, -1.2590)
H (0.8178, -5.0644, -3.0676)
H (2.9986, -3.2850, -1.8423)
H (-0.7746, -4.9945, -1.8477)
H (-0.5970, -3.0388, 0.3662)
H (1.7779, -2.7282, 0.1233)
H (-2.0307, -4.0754, -0.9481)
H (-2.2275, -2.4775, -2.5784)
H (-0.1078, -1.4211, -2.6980)
H (-1.7302, -3.8449, -3.5970)
H (2.3894, -4.4830, -3.7253)
H (1.6035, -2.4582, -4.4125)
P (-0.6144, -0.5698, -4.9100)
P (0.2619, 2.9768, -5.1407)
C (-0.0031, 0.4506, -6.3790)
C (-0.5406, 1.8779, -6.4133)
H (-0.2617, -0.0806, -7.3118)
H (1.0943, 0.4351, -6.2568)
H (-0.3684, 2.3146, -7.4091)
H (-1.6236, 1.8906, -6.2137)
C (-0.2257, 4.6496, -5.7879)
H (-0.5834, 5.1961, -4.9068)
H (-1.0150, 4.5623, -6.5464)
H (0.6481, 5.1636, -6.2255)
C (1.9986, 2.9787, -5.7510)
H (1.9879, 3.2759, -6.8052)
H (2.4810, 2.0038, -5.6341)
H (2.5479, 3.7248, -5.1692)
C (-2.4527, -0.5206, -5.1240)
H (-2.9082, -1.3690, -4.5907)
H (-2.6871, -0.5969, -6.1972)
H (-2.8287, 0.4238, -4.7089)
C (-0.4592, -2.0928, -6.0333)
H (0.6000, -2.2192, -6.2912)
H (-1.0475, -1.9689, -6.9484)
H (-0.7995, -3.0059, -5.5215)
O (-2.4806, -1.8033, 1.5222)
N (-3.5993, -2.4637, 1.6904)
C (-4.7567, -1.9934, 1.1328)
C (-5.9494, -2.6866, 1.3121)
C (-5.9568, -3.8805, 2.0408)
C (-4.7603, -4.3477, 2.5936)
C (-3.5872, -3.6255, 2.4128)
H (-4.6859, -1.0724, 0.5614)
H (-6.8448, -2.2809, 0.8622)
H (-6.8802, -4.4325, 2.1845)
H (-4.7078, -5.2561, 3.1800)
H (-2.6243, -3.9494, 2.8024)

Values from the calculation:
Net charge = +1
ΔE to the lowest compared entry with this formula, charge and spin = 29.9 kcal per mole
<S²> = 12.0578
2S+1 = 7
Largest force on an atom = 5.99 eV/A